C16H22N4O2S | ωB97M-V/def2-TZVPD

Geometry as ORCA input:
```
! wB97M-V def2-TZVPD RIJCOSX def2/J DEFGRID3
* xyz 0 1
C 4.15650 1.90887 -2.67064
C 3.37971 1.07760 -1.65946
C 1.99017 0.61732 -2.15565
C 1.06964 1.80286 -2.48490
C 2.15635 -0.21672 -3.35476
N 2.26973 -0.89188 -4.27695
C 1.33836 -0.18792 -1.01527
O 1.17692 0.36060 0.06752
N 0.97000 -1.45153 -1.26813
C 0.40052 -2.31595 -0.23658
C 1.44949 -2.81548 0.72169
C 1.43534 -2.75728 2.04820
C 0.38993 -2.13785 2.93891
N -0.04716 -0.85196 2.43158
C -1.01001 -0.14727 3.06030
O -1.69108 -0.59602 3.96493
C -1.28431 1.22272 2.44139
C -2.36707 1.08725 1.41388
C -3.71110 0.97381 1.61385
C -4.40253 0.79725 0.38441
C -5.88441 0.62099 0.25596
N -3.64788 0.77732 -0.69161
S -2.07230 0.95903 -0.26248
H 5.15445 2.12070 -2.28826
H 4.27045 1.38220 -3.61989
H 3.67160 2.86485 -2.86654
H 3.95583 0.18954 -1.38738
H 3.20702 1.63899 -0.74125
H 0.08054 1.45415 -2.78021
H 0.97089 2.42495 -1.59689
H 1.48379 2.39330 -3.29923
H 1.15441 -1.83846 -2.17967
H -0.40178 -1.78477 0.27036
H -0.04400 -3.16617 -0.75577
H 2.29841 -3.29754 0.24486
H 2.27030 -3.21272 2.56911
H -0.48220 -2.79095 3.03022
H 0.79137 -2.02986 3.94895
H 0.50614 -0.40558 1.70879
H -1.61002 1.88641 3.24072
H -0.37671 1.62715 1.99228
H -4.18134 1.00203 2.58596
H -6.39876 0.98839 1.14266
H -6.25451 1.15254 -0.61877
H -6.13065 -0.43494 0.13375
*
```

Summary:
**Lowest unoccupied orbital energy**: 0.591 eV
**Energy above the lowest of the compared OMol25 structures with the same formula, charge and spin**: 0.801 eV
**E**: -37840.4931 eV
**HOMO level**: -0.335 Ha